No. 1
The following is a quantum chemistry calculation of the molecule C3H4N2O2, from the OMol25 dataset.

The SMILES is C=NN(C=O)C=O. The calculated total energy is -10246.52757 eV. Its frontier orbital gap is 10.08 eV. As for the spin multiplicity: 1.

```
11
Properties=species:S:1:pos:R:3:forces:R:3:nbo_charge:R:1
C 1.121 1.762 0.105 2.75 -0.88 0.85 -0.094
C 0.886 -1.188 -0.080 -0.04 3.18 2.38 0.545
C -1.583 -0.599 0.185 -2.17 3.56 -3.57 0.526
H 0.848 2.817 -0.239 1.93 -1.09 0.41 0.234
H 2.130 1.125 0.582 -2.80 2.89 -1.01 0.224
H 0.622 -2.161 -0.052 -1.68 -3.52 -0.36 0.123
H -1.554 -1.698 0.091 -0.97 0.18 0.61 0.131
N 0.113 1.099 -0.186 -3.27 -1.48 1.44 -0.287
N -0.148 -0.238 0.429 0.09 1.01 -3.34 -0.379
O 2.042 -0.914 -0.202 -0.17 0.60 -0.56 -0.516
O -2.586 0.169 -0.217 6.34 -4.46 3.15 -0.506
```
Forces are in eV/Å.



No. 2
The following is a quantum chemistry calculation of the molecule C12H14N2, from the OMol25 dataset.

The SMILES is NCCc1cccn1-c1ccccc1. The calculated total energy is -15649.01931 eV. Its frontier orbital gap is 8.51 eV. As for the spin multiplicity: 1.

```
28
Properties=species:S:1:pos:R:3:forces:R:3:nbo_charge:R:1
C 2.005 -1.826 0.149 -1.22 1.48 -1.01 -0.217
C 1.287 -0.838 1.072 -1.22 2.69 -0.88 -0.437
C 1.180 0.636 0.557 1.71 -2.47 0.97 0.161
C 2.186 1.516 0.312 2.73 1.21 -0.42 -0.291
C 1.778 2.472 -0.670 -2.60 -1.37 1.60 -0.286
C 0.431 2.239 -0.798 -1.08 -1.38 0.52 -0.077
C -1.215 0.486 -0.073 -0.91 0.48 0.61 0.130
C -2.204 1.079 0.805 -0.49 -0.78 -1.60 -0.199
C -3.454 0.452 0.811 -0.77 1.81 0.16 -0.215
C -3.679 -0.562 -0.083 -0.01 -1.50 -0.57 -0.204
C -2.801 -1.168 -0.999 0.98 3.65 3.44 -0.205
C -1.519 -0.604 -0.936 -0.13 -0.52 -0.61 -0.202
H 3.951 -1.387 0.379 0.06 0.27 -0.35 0.341
H 3.538 -2.198 -0.946 0.60 0.33 -0.31 0.348
H 1.380 -2.065 -0.742 0.11 0.23 0.64 0.178
H 2.007 -2.683 0.770 0.58 -1.47 0.36 0.169
H 1.767 -0.791 2.051 -0.30 -0.34 0.11 0.215
H 0.196 -1.071 1.083 0.95 -0.70 0.82 0.227
H 3.193 1.581 0.773 -0.80 -0.76 -0.51 0.216
H 2.205 3.227 -1.240 1.29 1.26 -0.21 0.222
H -0.414 2.828 -1.103 0.15 0.14 -0.73 0.205
H -2.251 2.090 1.243 1.32 -0.73 0.05 0.236
H -4.371 0.938 1.354 2.02 -1.18 -0.87 0.223
H -4.618 -0.991 -0.052 -2.14 -0.72 0.02 0.198
H -3.120 -1.973 -1.568 -0.24 -1.25 -1.20 0.220
H -0.837 -1.080 -1.662 0.43 0.89 0.78 0.227
N 3.293 -1.370 -0.407 -0.22 -1.18 0.98 -0.798
N 0.089 1.061 -0.081 -0.82 1.94 -1.78 -0.385
```
Forces are in eV/Å.



No. 3
The following is a quantum chemistry calculation of a structure of composition CH3N4O, from the OMol25 dataset.

The calculated total energy is -9083.27965 eV. Its frontier orbital gap is 11.66 eV. Its net charge is +1. As for the spin multiplicity: 1.

```
9
Properties=species:S:1:pos:R:3:forces:R:3:nbo_charge:R:1
C -1.366 1.220 -0.384 3.51 0.59 0.50 0.877
N -2.516 0.763 -0.133 -3.52 -0.13 0.04 -0.387
N -3.004 -0.248 0.388 1.54 -0.90 0.18 0.293
N -3.421 -1.170 0.844 -0.29 0.62 -0.22 0.214
N 0.052 0.114 0.056 -1.34 -1.52 3.75 -0.899
O -0.856 2.196 -0.755 -0.55 -0.04 -0.32 -0.392
H -0.067 -0.912 0.362 0.27 1.94 -0.70 0.430
H 0.660 0.583 0.779 -1.07 -0.41 -0.68 0.444
H 0.576 0.158 -0.751 1.45 -0.15 -2.56 0.420
```
Forces are in eV/Å.



No. 4
The following is a quantum chemistry calculation of a cluster of 4 separate species, C24H52N4O12P3 in total, from the OMol25 dataset.

The calculated total energy is -84129.76393 eV. Its frontier orbital gap is 9.13 eV. Its net charge is +1. As for the spin multiplicity: 1.

```
95
Properties=species:S:1:pos:R:3:forces:R:3:lowdin_charge:R:1
C 0.328 0.025 5.273 0.57 -0.38 -0.36 -0.069
C 0.392 0.027 3.734 -0.74 0.12 1.23 -0.273
N -0.523 -0.998 3.152 0.99 0.21 -0.37 -0.130
P -0.033 -1.683 1.726 -0.96 -0.17 -1.12 0.960
C 0.502 -0.536 0.432 0.86 0.19 0.28 -0.252
C 1.803 0.258 0.721 -0.01 -1.03 -0.43 -0.224
C 2.435 0.683 -0.619 -0.46 0.86 0.84 -0.177
P 2.198 2.409 -1.132 0.33 -1.14 -0.47 0.457
O 2.600 2.494 -2.528 0.13 0.35 -0.96 -0.241
O 0.628 2.719 -0.974 0.78 0.28 0.91 -0.177
C 0.165 3.260 0.277 -1.13 0.01 0.54 -0.266
C -1.140 2.605 0.711 0.62 0.43 0.26 -0.060
O 3.069 3.277 -0.128 -0.64 0.06 -0.19 -0.199
C 3.518 4.578 -0.608 0.08 0.67 0.65 -0.229
C 2.494 5.416 -1.342 0.42 0.07 -0.27 -0.074
C -1.467 -2.611 1.060 0.38 0.61 1.06 -0.160
C -2.812 -1.844 1.099 -1.69 -0.65 -1.21 -0.701
N -2.662 -0.483 0.650 0.93 0.34 0.16 0.103
N -3.458 -1.861 2.413 0.97 0.26 0.03 0.100
N -3.762 -2.536 0.195 0.31 -0.23 0.57 0.086
C 1.330 -2.906 1.911 -0.78 1.44 0.85 -0.244
P 2.272 -2.928 3.463 1.15 -1.91 -0.35 0.348
O 3.009 -4.183 3.503 0.44 -0.79 -0.25 -0.259
O 1.266 -2.852 4.670 0.01 0.81 0.16 -0.100
O 3.307 -1.710 3.541 -0.98 0.74 -0.41 -0.114
H -0.511 -0.560 5.628 -0.30 0.18 0.08 0.079
H 1.218 -0.463 5.652 0.11 -0.08 0.22 0.057
H 0.330 1.036 5.662 -0.24 0.14 0.10 0.076
H 1.428 -0.123 3.453 0.03 -0.04 -0.42 0.076
H 0.036 1.000 3.414 0.26 0.20 -0.46 0.103
H -1.431 -0.564 3.015 -0.19 -0.28 -0.07 0.082
H 0.734 -1.185 -0.414 -0.15 -0.28 -0.09 0.091
H -0.296 0.119 0.110 -0.28 -0.04 0.14 0.058
H 2.500 -0.433 1.199 0.14 0.05 0.18 0.078
H 1.656 1.067 1.424 -0.10 0.24 0.01 0.089
H 1.969 0.134 -1.428 0.03 -0.18 -0.23 0.076
H 3.498 0.475 -0.653 0.19 0.10 -0.02 0.101
H -0.026 4.324 0.192 0.23 0.21 -0.49 0.107
H 0.879 3.150 1.089 0.40 -0.06 -0.17 0.106
H -1.777 2.374 -0.132 -0.13 -0.20 -0.11 0.081
H -0.934 1.737 1.326 -0.26 -0.41 -0.18 0.037
H -1.652 3.310 1.358 -0.27 0.07 0.06 0.087
H 4.433 4.464 -1.175 0.02 -0.33 -0.33 0.121
H 3.794 5.124 0.288 0.03 -0.18 0.33 0.116
H 1.529 5.431 -0.850 -0.15 -0.06 0.06 0.064
H 2.405 5.129 -2.380 -0.28 -0.25 -0.16 0.075
H 2.874 6.434 -1.343 0.01 0.20 0.06 0.087
H -1.589 -3.489 1.691 0.07 -0.24 -0.02 0.104
H -1.209 -2.948 0.062 0.07 0.08 -0.24 0.103
H -3.550 0.008 0.695 -0.13 -0.11 0.13 0.062
H -2.419 -0.498 -0.339 -0.07 -0.03 0.01 0.062
H -3.520 -0.901 2.736 -0.33 -0.07 0.11 0.077
H -2.883 -2.360 3.083 -0.20 -0.03 0.10 0.070
H -4.152 -3.335 0.683 -0.06 0.00 -0.10 0.075
H -3.312 -2.838 -0.662 -0.16 0.11 -0.06 0.042
H 2.010 -2.779 1.076 0.15 0.02 -0.15 0.049
H 0.895 -3.895 1.812 -0.04 -0.19 0.14 0.089
H 1.678 -3.389 5.373 -0.30 0.06 -0.01 0.121
H 3.837 -1.712 2.727 0.18 0.06 0.41 0.089
O 2.055 -3.691 -1.258 -0.13 0.36 0.15 0.092
C 3.219 -3.519 -1.506 -0.01 -0.42 -0.01 -0.496
O 3.632 -2.785 -2.553 -0.01 0.09 0.04 0.028
C 5.071 -2.846 -2.666 0.27 0.03 -0.01 -0.136
C 5.560 -3.225 -1.276 -0.04 -0.09 0.09 -0.144
C 4.410 -4.091 -0.763 0.26 0.47 -0.06 -0.064
H 5.324 -3.596 -3.416 -0.04 -0.03 0.01 0.132
H 5.442 -1.879 -2.997 -0.18 0.05 -0.06 0.128
H 6.525 -3.725 -1.283 -0.01 -0.02 -0.06 0.122
H 5.651 -2.329 -0.658 0.03 0.01 -0.03 0.114
H 4.525 -5.138 -1.047 -0.08 -0.04 0.08 0.140
H 4.271 -4.015 0.313 -0.12 -0.26 0.01 0.116
O -4.510 2.079 1.398 0.05 -0.20 0.03 0.100
C -5.090 2.272 0.366 0.16 0.30 0.11 -0.493
O -5.266 1.299 -0.549 0.01 -0.04 -0.04 0.015
C -5.894 1.833 -1.731 -0.15 0.07 -0.18 -0.141
C -6.597 3.100 -1.263 0.03 0.12 0.05 -0.145
C -5.680 3.573 -0.136 -0.43 -0.23 -0.21 -0.067
H -5.117 2.035 -2.471 0.03 0.02 0.03 0.126
H -6.579 1.092 -2.134 0.08 -0.13 0.10 0.129
H -6.739 3.829 -2.058 0.06 -0.03 -0.03 0.119
H -7.578 2.851 -0.857 0.00 -0.02 -0.02 0.122
H -4.869 4.205 -0.502 0.02 0.03 0.08 0.132
H -6.218 4.082 0.658 0.20 0.08 0.09 0.129
O -2.496 -1.691 -2.345 0.14 -0.05 0.25 0.107
C -1.712 -1.068 -3.005 -0.10 0.03 -0.46 -0.465
O -0.962 -0.077 -2.478 -0.12 -0.07 0.05 0.000
C -0.172 0.558 -3.511 0.08 0.00 -0.15 -0.132
C -0.080 -0.475 -4.623 -0.09 -0.15 -0.01 -0.130
C -1.415 -1.212 -4.485 0.51 0.10 0.12 -0.056
H -0.676 1.471 -3.829 -0.03 0.00 0.08 0.138
H 0.783 0.811 -3.078 0.16 0.20 -0.02 0.082
H 0.094 -0.034 -5.601 -0.06 0.05 0.02 0.123
H 0.737 -1.169 -4.418 0.03 0.04 0.00 0.120
H -2.215 -0.734 -5.051 -0.06 -0.06 0.02 0.136
H -1.341 -2.260 -4.759 -0.25 -0.03 0.00 0.129
```
Forces are in eV/Å.



No. 5
The following is a quantum chemistry calculation of the molecule C2H3N3O, from the OMol25 dataset.

The SMILES is Oc1cn[nH]n1. The calculated total energy is -8639.32545 eV. Its frontier orbital gap is 10.41 eV. As for the spin multiplicity: 1.

```
9
Properties=species:S:1:pos:R:3:forces:R:3:nbo_charge:R:1
O 1.598 -0.965 -0.813 0.89 -0.33 2.03 -0.643
C 0.524 -0.338 -0.313 -0.43 0.30 0.26 0.380
N 0.410 -0.150 0.994 -0.20 0.26 -0.23 -0.332
N -0.722 0.543 1.093 -0.25 -0.13 0.03 -0.160
N -1.360 0.771 -0.034 0.17 -0.05 0.07 -0.208
C -0.581 0.225 -0.962 -0.07 0.07 -0.17 -0.161
H 2.082 -1.128 0.062 -0.23 -0.11 -1.97 0.493
H -1.127 0.781 1.985 0.12 -0.02 -0.16 0.405
H -0.823 0.261 -2.012 0.00 0.01 0.14 0.224
```
Forces are in eV/Å.



Please write out number 2 again, unchanged.
The following is a quantum chemistry calculation of the molecule C12H14N2, from the OMol25 dataset.

The SMILES is NCCc1cccn1-c1ccccc1. The calculated total energy is -15649.01931 eV. Its frontier orbital gap is 8.51 eV. As for the spin multiplicity: 1.

```
28
Properties=species:S:1:pos:R:3:forces:R:3:nbo_charge:R:1
C 2.005 -1.826 0.149 -1.22 1.48 -1.01 -0.217
C 1.287 -0.838 1.072 -1.22 2.69 -0.88 -0.437
C 1.180 0.636 0.557 1.71 -2.47 0.97 0.161
C 2.186 1.516 0.312 2.73 1.21 -0.42 -0.291
C 1.778 2.472 -0.670 -2.60 -1.37 1.60 -0.286
C 0.431 2.239 -0.798 -1.08 -1.38 0.52 -0.077
C -1.215 0.486 -0.073 -0.91 0.48 0.61 0.130
C -2.204 1.079 0.805 -0.49 -0.78 -1.60 -0.199
C -3.454 0.452 0.811 -0.77 1.81 0.16 -0.215
C -3.679 -0.562 -0.083 -0.01 -1.50 -0.57 -0.204
C -2.801 -1.168 -0.999 0.98 3.65 3.44 -0.205
C -1.519 -0.604 -0.936 -0.13 -0.52 -0.61 -0.202
H 3.951 -1.387 0.379 0.06 0.27 -0.35 0.341
H 3.538 -2.198 -0.946 0.60 0.33 -0.31 0.348
H 1.380 -2.065 -0.742 0.11 0.23 0.64 0.178
H 2.007 -2.683 0.770 0.58 -1.47 0.36 0.169
H 1.767 -0.791 2.051 -0.30 -0.34 0.11 0.215
H 0.196 -1.071 1.083 0.95 -0.70 0.82 0.227
H 3.193 1.581 0.773 -0.80 -0.76 -0.51 0.216
H 2.205 3.227 -1.240 1.29 1.26 -0.21 0.222
H -0.414 2.828 -1.103 0.15 0.14 -0.73 0.205
H -2.251 2.090 1.243 1.32 -0.73 0.05 0.236
H -4.371 0.938 1.354 2.02 -1.18 -0.87 0.223
H -4.618 -0.991 -0.052 -2.14 -0.72 0.02 0.198
H -3.120 -1.973 -1.568 -0.24 -1.25 -1.20 0.220
H -0.837 -1.080 -1.662 0.43 0.89 0.78 0.227
N 3.293 -1.370 -0.407 -0.22 -1.18 0.98 -0.798
N 0.089 1.061 -0.081 -0.82 1.94 -1.78 -0.385
```
Forces are in eV/Å.



Which formula does entry 2 have? C12H14N2